(1)
DFT (ωB97M-V/def2-TZVPD) results for a 12-piece molecular cluster, C54H117N3O9 overall at a distorted geometry.

Element x y z (Å)
O: -5.2889 1.3766 -4.3131
O: 2.2872 3.1036 3.3935
O: -2.3479 -2.5671 -0.2164
O: -3.1285 5.8797 -1.2577
O: -0.0725 -1.9137 -5.8763
O: 1.6322 -0.0388 -0.4565
O: 4.8051 -0.5879 -4.4605
O: 2.0566 -5.3160 -3.5409
O: 4.3423 4.6493 -1.0499
N: 0.6444 -1.2902 5.0816
N: -3.8921 2.4390 3.4472
N: 2.8311 -5.4093 0.8837
C: -0.8905 0.2117 -5.3869
C: 2.6063 5.7984 -2.1875
C: 1.1336 1.1192 0.1748
C: 2.2468 -0.9317 6.9586
C: 0.0437 1.6698 -0.7500
C: -4.5474 -2.9537 0.4051
C: 0.4335 4.5342 3.8053
C: -7.1416 0.2912 -3.2988
C: -3.6572 -3.5935 1.4810
C: 2.2354 -0.4950 3.3598
C: 2.4310 -6.7853 0.6520
C: 4.1034 5.4322 -2.2180
C: 3.3749 -3.5760 -4.5064
C: -3.2338 6.1989 -2.6292
C: 1.0245 3.4593 2.8714
C: 3.1268 -7.4042 -0.5543
C: -1.4633 -2.1143 -5.6567
C: 4.0671 -5.3857 3.0198
C: 1.0305 -0.1944 4.2263
C: 2.0830 -4.4970 0.0404
C: 2.4093 3.5350 4.7442
C: 2.2836 5.7488 -0.7068
C: -1.5949 4.5208 -2.5176
C: -0.5344 0.3713 -1.2828
C: -1.4798 -2.5223 5.4344
C: 0.1968 -0.5483 -6.1340
C: -2.2337 -3.1698 1.0610
C: -5.8453 -0.2674 -2.7423
C: 1.5214 4.7608 4.8453
C: -3.8670 1.8618 4.7719
C: 3.9890 -0.0890 -3.4177
C: -3.6205 -1.9942 -0.3530
C: -6.2840 3.0923 3.2387
C: 4.8974 0.8871 -2.6450
C: -2.3505 4.6867 -1.1763
C: -2.5215 0.6908 2.2816
C: 0.6970 -0.4810 -1.4863
C: 6.1537 -0.7002 -4.0006
C: -4.8814 0.8841 -3.0256
C: 2.0944 -3.9135 -3.7463
C: 3.1704 4.6045 -0.2279
C: -0.6899 -1.2232 5.6330
C: -2.6792 2.3320 5.5948
C: -6.6542 1.0542 -4.5476
C: -2.7174 2.1725 2.6349
C: 3.2492 -5.8913 -4.0935
C: 3.7248 -4.8981 -5.1509
C: 6.2714 0.2103 -2.7488
C: 2.7163 -3.1012 -0.0035
C: -1.8581 5.8863 -3.1856
C: -5.1461 2.1831 2.7541
C: -2.1141 -0.7217 -5.5459
C: 1.6605 -1.8959 5.9321
C: 2.7692 -5.0319 2.2923
H: 3.4925 4.6123 0.8121
H: 4.7914 -4.5837 2.8756
H: -2.7283 -0.4567 -6.4029
H: 3.1720 -5.0906 -6.0733
H: 2.7823 -0.1252 6.4538
H: -3.3773 0.3726 1.6848
H: 3.9644 -6.0306 -3.2742
H: -1.8319 5.8687 -4.2724
H: 1.9099 -5.5031 2.7953
H: 1.2014 -0.3210 -5.7760
H: 2.6309 -3.9530 2.3616
H: 1.2464 5.5089 -0.4540
H: -3.5449 7.2377 -2.7487
H: -1.7600 1.9384 5.1568
H: 0.1957 0.1044 3.5868
H: -3.8298 0.6290 -3.1277
H: -2.6903 -0.5638 -4.6340
H: 2.0140 -3.2139 -2.9070
H: 2.6217 0.3212 2.7552
H: 2.2053 -2.4507 0.7022
H: -0.6825 2.2571 -0.1877
H: -0.6767 -1.0396 6.7228
H: -2.8078 2.7309 1.6970
H: -3.7197 -4.6794 1.5215
H: 3.1212 -2.7513 -5.1764
H: -1.1440 0.4964 -2.1796
H: -5.8723 4.1028 3.3062
H: 2.1096 5.6531 4.5928
H: -1.1459 6.5839 -2.7447
H: 2.1109 2.7526 5.4515
H: 2.6535 3.6554 -0.4256
H: -1.8388 -2.4241 1.7710
H: 2.6557 -7.3924 1.5303
H: 4.1943 -3.1843 -3.9005
H: -1.1995 -0.0283 -0.5128
H: -3.9124 -3.1959 2.4612
H: 1.8676 1.8545 0.5045
H: 4.7796 -5.0436 -5.3869
H: 3.8862 -5.4475 4.0961
H: -2.5417 -2.3258 5.6125
H: -0.4861 4.1601 4.2583
H: 1.1790 -2.7318 6.4441
H: -4.7639 2.1848 5.3090
H: -1.1667 -3.2843 6.1457
H: -1.5761 -2.6578 -4.7182
H: 6.4197 -0.4408 -1.8867
H: -6.7389 0.3943 -5.4178
H: -5.3715 -2.4086 0.8808
H: -1.8430 2.5957 3.1293
H: -5.4364 1.1240 2.8657
H: 0.3330 2.6018 2.8584
H: -5.4520 -1.1334 -3.2836
H: -1.6855 4.7888 -0.3143
H: -3.9066 -1.9738 -1.4105
H: 4.9204 1.8533 -3.1427
H: -1.9302 -2.6534 -6.4830
H: 1.3367 -6.8337 0.5181
H: 2.6064 -2.6479 -0.9901
H: -1.4814 -3.9562 1.0590
H: 2.0067 -4.8929 -0.9772
H: 6.7763 -0.3915 -4.8382
H: -7.5276 1.0420 -2.6045
H: -7.8891 -0.4692 -3.5063
H: -7.0684 3.1078 2.4850
H: 3.5770 -0.8884 -2.7901
H: -2.9769 3.8103 -0.9698
H: 4.4763 -6.3250 2.6543
H: -2.7265 1.9526 6.6158
H: -6.6333 2.8390 4.2366
H: 0.5891 2.2425 -1.5068
H: 2.4045 -2.3133 5.2563
H: 1.0139 -4.3871 0.3157
H: -4.9941 2.3798 1.6910
H: 4.7113 6.3315 -2.0943
H: 4.4950 0.9326 -1.6332
H: 3.4664 3.7665 4.8653
H: 0.6495 0.7932 1.1157
H: -5.0853 -3.6622 -0.2242
H: -1.0531 1.2333 -5.7259
H: 6.3476 -1.7392 -3.7201
H: 4.3290 4.8710 -3.1221
H: -3.7242 -0.9346 -0.0798
H: 1.3232 0.7044 4.8058
H: -5.8513 -0.5200 -1.6817
H: 2.3654 6.7657 -2.6280
H: 3.2526 -8.4798 -0.3717
H: 1.0416 3.7514 1.8172
H: -2.6934 3.4201 5.6416
H: 4.1354 -7.0291 -0.7248
H: 3.1683 0.4765 -3.8668
H: 2.9949 -6.8670 -4.5072
H: 1.4875 -0.5368 7.6318
H: 2.5827 -7.3861 -1.4998
H: -1.5673 0.5674 1.7710
H: 1.2427 -0.2195 -2.3958
H: 2.0586 5.0483 -2.7652
H: -1.2139 -0.3624 5.2151
H: -0.6033 0.2520 -4.3331
H: 2.5170 6.6859 -0.1974
H: 2.9912 -1.4380 7.5809
H: 3.0534 -0.8708 3.9844
H: -7.2186 1.9678 -4.7352
H: -2.5769 0.0696 3.1786
H: -3.9197 0.7572 4.7650
H: 0.1955 5.4673 3.2968
H: 1.1856 5.0560 5.8416
H: 0.1610 -0.3019 -7.2045
H: 7.0753 0.9393 -2.8005
H: -4.0069 5.5941 -3.1280
H: -1.9977 3.6538 -3.0350
H: -1.3534 -2.8695 4.4092
H: 2.1183 -1.3565 2.6900
H: -0.5250 4.4460 -2.3274
H: 1.2456 -3.6754 -4.3972
H: 0.5405 -1.5443 -1.3261
H: 3.7970 -3.1474 0.1324
H: -5.0385 1.6839 -2.2897

Output
SMILES: CCN(CC)CC.CCN(CC)CC.CCN(CC)CC.C1CCOC1.C1CCOC1.C1CCOC1.C1CCOC1.C1CCOC1.C1CCOC1.C1CCOC1.C1CCOC1.C1CCOC1
gap between HOMO and LUMO: 8.339 eV
E: -80787.8689 eV
spin multiplicity: 1
total charge: 0
relative energy (zero: lowest compared OMol25 entry of this formula, charge and spin): 72.1 kJ/mol
E_LUMO: 0.474 eV

Atom charges from the Löwdin analysis, given in e for atoms 1 to 8: -0.15, -0.14, -0.13, -0.13, -0.15, -0.15, -0.16, -0.14

=====

(2)
DFT (ωB97M-V/def2-TZVPD) results for one molecule with the formula C2H5BrN2O2 at a distorted geometry.

Element x y z (Å)
Br: -1.0556 0.9068 2.2886
O: 0.8969 0.2823 -2.1516
O: 2.1526 0.7199 -0.5119
N: 1.1626 0.3822 -0.9827
N: 0.1316 0.0705 -0.1713
C: -1.1241 -0.4020 -0.6512
C: 0.3730 0.0318 1.3701
H: -1.3537 -1.5417 -0.4681
H: -0.9239 -0.2790 -1.7139
H: 1.2050 0.5719 1.7097
H: 0.3516 -0.9720 1.5395
H: -1.8160 0.2295 -0.2573

Output
SMILES: CN(CBr)[N+](=O)[O-]
gap between HOMO and LUMO: 10.988 eV
E: -79268.1984 eV
spin multiplicity: 1
total charge: 0
relative energy (zero: lowest compared OMol25 entry of this formula, charge and spin): 532.2 kJ/mol
E_LUMO: 0.635 eV

Atom charges from the natural (NBO) analysis, given in e for atoms 1 to 8: 0.02, -0.45, -0.38, 0.67, -0.28, -0.44, -0.26, 0.19

=====

(3)
DFT (ωB97M-V/def2-TZVPD) results for C3H8FORb2 as an isolated structure at a distorted geometry.

Element x y z (Å)
Rb: 0.5514 1.1028 -3.3513
Rb: -2.2456 -0.8908 -1.8053
F: -0.8100 0.8048 -1.5346
O: 0.4755 1.4523 0.2646
C: -0.7987 -0.0943 1.5109
C: 1.0670 -0.7118 -0.2610
C: 0.4946 0.2162 0.7967
H: -0.0497 1.3280 -0.5293
H: 1.2460 0.2258 1.5862
H: 0.3934 -0.7871 -1.1146
H: 1.1636 -1.6857 0.2190
H: 2.0412 -0.6086 -0.7389
H: -1.6011 0.1843 0.8279
H: -1.0751 -1.1176 1.7652
H: -0.8525 0.5816 2.3643

Output
gap between HOMO and LUMO: 8.271 eV
E: -9311.0472 eV
spin multiplicity: 1
total charge: +1
relative energy (zero: lowest compared OMol25 entry of this formula, charge and spin): 161.5 kJ/mol
E_LUMO: -3.923 eV

Atom charges from the Löwdin analysis, given in e for atoms 1 to 8: 1.10, 1.11, -0.98, -0.05, -0.03, -0.07, -0.55, -0.07

=====

(4)
DFT (ωB97M-V/def2-TZVPD) results for a 2-piece molecular cluster, C3H5N3O overall.

Element x y z (Å)
O: -0.1221 1.4322 -2.0053
N: 0.3530 1.6398 0.8433
N: -0.3407 -1.3795 -0.2048
N: 0.8108 -0.3225 2.3267
C: -0.7184 -0.6304 -1.1703
C: 0.5817 0.7233 1.5178
C: -0.9409 0.8205 -1.1893
H: 0.5063 -1.1753 1.8615
H: -0.3895 2.3649 -2.0327
H: 1.7646 -0.3580 2.6632
H: -1.1467 -1.0427 -2.1008
H: -0.4852 -2.3553 -0.4639

Output
gap between HOMO and LUMO: 8.967 eV
E: -9706.0573 eV
spin multiplicity: 1
total charge: 0
relative energy (zero: lowest compared OMol25 entry of this formula, charge and spin): 436.7 kJ/mol
E_LUMO: 0.464 eV

Atom charges from the natural (NBO) analysis, given in e for atoms 1 to 8: -0.63, -0.44, -0.69, -0.85, -0.01, 0.47, 0.29, 0.44

=====

(5)
DFT (ωB97M-V/def2-TZVPD) results for one molecule with the formula C7H13O4PS at a distorted geometry.

Element x y z (Å)
S: -2.5802 0.0786 1.4617
P: -0.6174 0.1018 2.2213
O: -0.4327 -0.2044 -1.5242
O: -0.6826 -0.1888 3.6675
O: 0.4168 -1.0626 1.6021
O: -0.0995 1.5841 1.9802
C: -0.3062 -0.1675 -3.0369
C: -2.6185 -1.6392 0.8994
C: 1.2955 -0.7808 0.3996
C: 0.5621 -1.1738 -0.9349
C: -4.2037 -2.0178 -1.1655
C: -0.8571 2.5210 2.6964
C: -3.4789 -1.8745 -0.2431
H: -1.6056 -1.9068 0.5299
H: 0.4723 0.5384 -3.3632
H: 1.7979 0.2704 0.3120
H: 1.3007 -1.5610 -1.6224
H: -1.7700 2.0856 3.0758
H: 2.1674 -1.3872 0.4414
H: 0.0624 -2.1110 -0.7671
H: -0.3668 2.9883 3.5809
H: -1.2238 3.2919 2.0981
H: -4.6555 -2.1324 -2.1063
H: -1.2496 0.1903 -3.4973
H: -0.3030 -1.1709 -3.4868
H: -2.8988 -2.3030 1.7688

Output
SMILES: C#CCS[P@](=O)(OC)OCCOC
gap between HOMO and LUMO: 9.833 eV
E: -35781.3761 eV
spin multiplicity: 1
total charge: 0
relative energy (zero: lowest compared OMol25 entry of this formula, charge and spin): 318.5 kJ/mol
E_LUMO: 0.684 eV

Atom charges from the natural (NBO) analysis, given in e for atoms 1 to 8: -0.04, 2.18, -0.56, -1.10, -0.79, -0.80, -0.27, -0.61